[1]
C3H3NO as an isolated structure, computed with ωB97M-V/def2-TZVPD.

Each line ends with the Löwdin charge.
Geometry (Å):
O: 1.16293 -1.36278 0.17418  0.00
N: -1.65361 -1.07909 0.00208  0.22
C: 1.26048 -0.14662 0.07869  -0.32
C: -0.90103 -0.12930 -0.03718  -0.23
C: 0.11659 0.73345 -0.05472  -0.05
H: 2.23726 0.35543 0.08910  0.12
H: -2.31059 -0.17686 -0.10786  0.17
H: 0.08797 1.80578 -0.14430  0.10

## Properties
- Kohn-Sham gap (eV) = 9.4
- energy above the lowest of the compared OMol25 structures with the same formula, charge and spin (kcal/mol) = 68.33
- HOMO energy (eV) = -9.100
- multiplicity = 1
- E_tot (hartree) = -245.98265


[2]
One molecule with the formula C3H3NO, computed with ωB97M-V/def2-TZVPD.

Each line ends with the Löwdin charge.
Geometry (Å):
O: 0.80790 0.89508 1.81979  0.10
N: -1.37832 -1.70416 -0.54097  0.19
C: -0.61501 -0.84726 -0.42872  -0.32
C: 0.75236 0.27447 0.80083  -0.29
C: -0.07317 0.51647 -0.44378  -0.11
H: 0.84629 -1.01639 0.54227  0.17
H: -0.87221 1.26405 -0.40115  0.13
H: 0.53215 0.61774 -1.34826  0.13

## Properties
- Kohn-Sham gap (eV) = 10.7
- energy above the lowest of the compared OMol25 structures with the same formula, charge and spin (kcal/mol) = 45.64
- HOMO energy (eV) = -10.523
- multiplicity = 1
- E_tot (hartree) = -246.01881


[3]
A 2-piece molecular cluster, C3H3NO overall, computed with ωB97M-V/def2-TZVPD.

Each line ends with the Löwdin charge.
Geometry (Å):
O: -1.21421 2.76008 0.92770  0.03
N: -1.90499 1.81103 0.87361  -0.25
C: -0.19689 -0.87517 -1.47425  0.00
C: 0.19740 -0.94979 -0.31319  -0.01
C: -2.46953 0.83540 0.59156  0.11
H: -0.54674 -1.16017 -2.44634  0.02
H: -3.24021 0.03125 0.66915  0.10
H: 0.66835 -0.64924 0.58829  0.01

## Properties
- Kohn-Sham gap (eV) = 10.9
- energy above the lowest of the compared OMol25 structures with the same formula, charge and spin (kcal/mol) = 116.34
- HOMO energy (eV) = -9.887
- multiplicity = 1
- E_tot (hartree) = -245.90614


> Among the records above, which one has the highest energy above the lowest of the compared OMol25 structures with the same formula, charge and spin?

number 3


> Among the records above, which one has the highest HOMO energy?

number 1


> Number 2 is which compound?

C3H3NO


> The lowest Kohn-Sham gap belongs to which entry?

number 1